No. 1
A cluster of 10 separate species, C26H64B3I2NO12 in total in a non-equilibrium geometry, computed with ωB97M-V with the def2-TZVPD basis set.

DFT total energy in hartree: -2656.81864
Highest occupied orbital energy in eV: -9.2
SMILES string: C[C@H](I)[C@H](I)B1OBOB(c2cccnc2)O1.CCO.CCO.CCO.CCO.CCO.CCO.CCO.CCO.CCO

Structure (ORCA input):
```
! wB97M-V def2-TZVPD RIJCOSX def2/J DEFGRID3
* xyz 0 1
C 6.7167 -0.5825 4.1753
C 5.4958 0.1202 3.5673
I 6.2578 2.0087 2.8224
C 4.4089 0.3690 4.6106
I 3.8091 -1.5482 5.4353
B 3.0922 1.0805 4.0932
O 3.0843 1.8861 2.9711
B 1.8978 2.0184 2.2846
O 0.6767 1.7516 2.8726
B 0.8294 0.7711 3.8585
C -0.0625 -0.4819 3.9540
C -0.1402 -1.2346 5.1269
C -0.9428 -2.3592 5.1028
C -1.6177 -2.6800 3.9330
N -1.5979 -1.9735 2.8016
C -0.8183 -0.8936 2.8579
O 1.8831 0.9361 4.7502
H 7.5751 -0.4185 3.5270
H 6.5714 -1.6571 4.2337
H 6.9654 -0.1351 5.1368
H 5.1366 -0.4721 2.7301
H 4.8569 0.8965 5.4504
H 1.9319 2.3961 1.1610
H 0.4230 -0.9517 6.0033
H -1.0527 -2.9904 5.9712
H -2.2198 -3.5802 3.9187
H -0.7789 -0.2927 1.9573
C 4.5532 2.0125 -1.2809
C 3.8894 0.6517 -1.2985
O 4.4348 -0.2037 -0.2898
H 5.6303 1.9158 -1.4268
H 4.1437 2.6597 -2.0569
H 4.3982 2.4948 -0.3127
H 4.0528 0.1501 -2.2514
H 2.8108 0.7575 -1.1467
H 4.2868 0.2260 0.5584
C -5.9536 -3.3076 1.5535
C -4.6709 -3.7831 0.8999
O -3.8249 -2.7019 0.5259
H -6.5009 -2.6494 0.8772
H -6.5928 -4.1468 1.8140
H -5.7358 -2.7354 2.4606
H -4.8944 -4.3347 -0.0115
H -4.1258 -4.4507 1.5792
H -3.6013 -2.2142 1.3268
C 1.4671 5.3790 -2.2165
C 0.8233 4.0035 -2.2030
O 1.3669 3.1811 -1.1680
H 2.5456 5.2920 -2.3552
H 1.0586 5.9936 -3.0200
H 1.3005 5.8974 -1.2682
H 1.0037 3.4845 -3.1365
H -0.2579 4.0856 -2.0674
H 1.2017 3.6182 -0.3276
C -0.9654 -0.2985 -4.5742
C -0.1219 0.7673 -3.9016
O -0.8203 2.0087 -3.7878
H -1.2698 0.0334 -5.5605
H -0.4121 -1.2338 -4.6687
H -1.8712 -0.4916 -3.9908
H 0.7724 0.9720 -4.4891
H 0.1921 0.4410 -2.9043
H -1.6074 1.8522 -3.2574
C 10.4592 -0.3643 7.1961
C 9.7038 0.7665 6.5240
O 8.2913 0.6168 6.6607
H 10.1572 -1.3241 6.7764
H 11.5356 -0.2477 7.0659
H 10.2436 -0.3906 8.2669
H 9.9050 0.7807 5.4539
H 10.0092 1.7317 6.9403
H 8.0815 0.6170 7.5998
C -9.8030 -4.3681 -0.3991
C -8.4952 -4.7979 -1.0376
O -7.5986 -5.3612 -0.0837
H -9.6168 -3.6425 0.3932
H -10.4709 -3.9196 -1.1357
H -10.3127 -5.2236 0.0506
H -7.9802 -3.9411 -1.4695
H -8.6811 -5.5221 -1.8378
H -8.0245 -6.1322 0.3033
C -2.4331 4.9069 2.8231
C -2.7664 4.1271 4.0822
O -2.5664 2.7290 3.9072
H -3.0424 4.5571 1.9894
H -2.6089 5.9746 2.9631
H -1.3852 4.7632 2.5484
H -3.8148 4.2560 4.3461
H -2.1568 4.4836 4.9201
H -1.6397 2.5893 3.6870
C -3.7519 1.6759 -7.7986
C -4.3309 0.2753 -7.7574
O -3.8017 -0.4796 -6.6655
H -2.6656 1.6316 -7.8796
H -4.1460 2.2369 -8.6469
H -3.9932 2.2216 -6.8830
H -4.0711 -0.2729 -8.6612
H -5.4223 0.3088 -7.6791
H -4.0225 -0.0212 -5.8493
C -1.1655 -3.2331 -8.5295
C -0.3683 -2.1361 -7.8470
O -1.1103 -0.9288 -7.7428
H -1.4711 -2.9135 -9.5264
H -0.5792 -4.1491 -8.6193
H -2.0718 -3.4579 -7.9627
H 0.5278 -1.9014 -8.4207
H -0.0566 -2.4622 -6.8476
H -1.9100 -1.1165 -7.2339
*
```

***

No. 2
A cluster of 5 separate species, C26H64Cl2N4 in total in a non-equilibrium geometry, computed with ωB97M-V with the def2-TZVPD basis set.

DFT total energy in hartree: -2167.70731
Highest occupied orbital energy in eV: -7.9
Relative energy (zero: lowest compared OMol25 entry of this formula, charge and spin) in kcal/mol: 386.5
SMILES string: CCN(CC)CC.CCN(CC)CC.CCN(CC)CC.CCN(CC)CC.ClCCCl

Structure (ORCA input):
```
! wB97M-V def2-TZVPD RIJCOSX def2/J DEFGRID3
* xyz 0 1
Cl -2.5685 1.2203 1.3759
C -0.8585 0.8583 1.3779
C -0.5745 -0.0777 0.2159
Cl 1.2145 0.1553 -0.2051
H -0.6285 0.2563 2.3249
H -0.4305 1.8803 1.2439
H -1.2585 0.1023 -0.5061
H -0.5945 -1.0907 0.4669
C -0.2515 4.6983 -0.0251
C -0.5855 4.7693 1.4239
N 0.4805 4.2343 2.2879
C 1.7895 4.7103 2.2279
C 1.9165 6.0623 2.2139
C -0.0605 4.0813 3.6129
C 0.6025 2.9203 4.3769
H -0.0805 3.6743 -0.4221
H 0.5565 5.2603 -0.0731
H -1.0325 5.1403 -0.5471
H -1.3625 4.1083 1.4139
H -0.7325 5.8183 1.7849
H 2.1065 4.4693 1.2799
H 2.3915 4.0173 2.8679
H 1.0985 6.7313 2.0959
H 2.7975 6.3113 1.5389
H 2.4465 6.3323 3.2019
H -1.2565 3.7323 3.6309
H -0.0955 4.9583 4.1239
H 1.5565 3.1523 4.4659
H 0.5725 2.1953 3.9019
H 0.1465 2.5773 5.3929
C 1.3185 1.0773 -7.0501
C 2.0885 0.1083 -6.0041
N 2.1895 0.9533 -4.7541
C 1.0825 1.4253 -4.0391
C -0.1495 0.6413 -3.9811
C 3.0175 0.2013 -3.7791
C 3.6635 0.9723 -2.6991
H 1.7035 2.0323 -7.0051
H 0.2905 1.2073 -6.9571
H 1.6415 0.6263 -7.9471
H 3.0895 -0.1877 -6.5101
H 1.8475 -0.8717 -5.7151
H 0.5255 2.0493 -4.6851
H 1.1335 1.9153 -3.0871
H -0.4715 0.0103 -4.6001
H -0.9885 1.1103 -4.0121
H -0.2065 0.1283 -3.1231
H 3.6925 -0.1847 -4.3831
H 2.4895 -0.5667 -3.1791
H 4.5815 1.6043 -3.1841
H 4.0435 0.3953 -1.8361
H 3.0205 1.7133 -2.1141
C 0.3955 -3.3177 -1.7751
C -0.8815 -3.3247 -2.7061
N -1.9045 -2.4857 -2.0571
C -2.7705 -1.9347 -3.0221
C -3.2255 -2.6347 -4.1001
C -2.7435 -3.4757 -1.2181
C -3.7075 -2.7697 -0.3281
H 0.2425 -3.4287 -0.6251
H 1.0475 -2.3157 -1.9771
H 1.0905 -4.0417 -2.1121
H -1.0635 -4.2417 -2.9501
H -0.5655 -2.8427 -3.7501
H -2.1705 -1.0817 -3.4791
H -3.4825 -1.1977 -2.4971
H -2.9685 -3.4437 -4.5411
H -3.5605 -1.9297 -4.9381
H -4.2035 -3.1627 -3.8361
H -2.1415 -3.9077 -0.6841
H -3.4205 -4.1857 -1.7441
H -3.3115 -1.8197 0.1279
H -3.9165 -3.3867 0.6239
H -4.7305 -2.6947 -0.8601
C -0.6605 -1.3827 6.2189
C 0.4375 -2.2417 5.5429
N 0.1595 -2.5057 4.1769
C 1.0715 -2.3827 3.1989
C 2.1775 -3.0587 3.2399
C -0.8395 -3.4957 3.9899
C -1.9355 -2.9777 2.9359
H -0.3905 -0.8477 7.3079
H -1.4055 -1.8197 6.6669
H -0.8565 -0.6857 5.5069
H 0.6225 -3.1957 6.0529
H 1.1875 -1.4417 5.6249
H 1.3025 -1.2507 3.3249
H 0.6875 -2.2497 2.2379
H 2.8675 -3.3697 4.1169
H 3.0085 -2.4837 2.8479
H 2.0715 -4.0137 2.8359
H -1.2925 -3.6687 4.9469
H -0.4725 -4.3847 3.6569
H -2.6785 -3.5907 2.5939
H -1.6295 -2.9757 1.9799
H -2.3475 -1.9767 3.0209
*
```

***

No. 3
A structure of composition C26H66As2F12Mg2N3O19 in a non-equilibrium geometry, computed with ωB97M-V with the def2-TZVPD basis set.

DFT total energy in hartree: -8693.60184
Highest occupied orbital energy in eV: -9.8
Relative energy (zero: lowest compared OMol25 entry of this formula, charge and spin) in kcal/mol: 254.7

Structure (ORCA input):
```
! wB97M-V def2-TZVPD RIJCOSX def2/J DEFGRID3
* xyz 1 1
Mg -10.4698 -0.5041 17.9000
Mg -1.0333 1.3075 18.9576
N -11.0455 -0.5769 13.8793
O -10.7089 -1.3054 13.0044
O -11.7866 0.3845 13.7425
O -10.6443 -0.8865 14.9852
As 1.3284 -2.6831 19.6180
F 0.6017 -3.0691 21.2510
F 2.3965 -1.4762 20.4444
F 1.9895 -2.2100 18.0178
F 0.2376 -3.8179 18.7802
F 0.0385 -1.3850 19.3718
F 2.5728 -3.9781 19.8279
As -5.6154 0.0709 18.2295
F -6.0500 1.5509 19.1430
F -7.4041 -0.2780 17.8990
F -5.1424 -1.3509 17.3208
F -3.8144 0.3362 18.4877
F -5.7337 -0.8610 19.6968
F -5.5832 1.0799 16.6928
C -6.1819 -2.2260 12.7652
N -4.7343 -2.3854 12.5832
O -4.3166 -3.4706 12.2237
O -3.9767 -1.4990 12.9098
H -6.6916 -3.0282 12.2316
H -6.3938 -1.3180 12.2007
H -6.4989 -2.2136 13.8080
C -3.4853 -5.5861 16.0575
N -4.5834 -6.3952 15.4678
O -4.4510 -7.5871 15.2933
O -5.5477 -5.8271 15.1788
H -3.8802 -4.8905 16.7980
H -2.9672 -5.0786 15.2437
H -2.7473 -6.2537 16.5020
C -1.6281 0.9872 22.3657
O -1.6726 1.8557 21.2606
C -2.5787 2.9652 21.6055
C -2.2872 4.0165 20.6169
O -2.1309 3.4944 19.3436
C -2.4818 4.5250 18.4469
H -1.8582 1.4637 23.3186
H -0.6717 0.4771 22.4816
H -2.3292 0.1960 22.0999
H -2.4771 3.4106 22.5951
H -3.5897 2.5581 21.6239
H -1.4654 4.6808 20.8841
H -3.2185 4.5722 20.7258
H -1.8743 5.4119 18.6269
H -3.5346 4.8070 18.4578
H -2.2817 4.1950 17.4275
C 1.9152 2.6087 20.1638
O 1.1762 2.3247 18.9457
C 1.8699 2.8978 17.7940
C 1.3405 2.1834 16.5684
O 0.0061 1.8052 16.8945
C -0.6242 1.4759 15.6610
H 2.9130 2.1712 20.1980
H 1.4762 2.0408 20.9841
H 1.9074 3.6664 20.4270
H 2.9379 2.7075 17.9006
H 1.6316 3.9595 17.7297
H 1.9879 1.3260 16.3844
H 1.4135 2.7889 15.6650
H -0.9308 2.2766 14.9881
H -1.5167 0.8836 15.8630
H -0.1429 0.7125 15.0497
C -9.5148 -3.8189 17.9644
O -9.9103 -2.7039 18.8311
C -9.5414 -2.9844 20.1856
C -9.9489 -1.8011 21.1074
O -9.7933 -0.5481 20.3345
C -9.3606 0.5399 21.1594
H -9.9923 -3.8178 16.9846
H -9.8145 -4.7383 18.4674
H -8.4353 -3.7469 17.8314
H -8.4593 -3.0815 20.2734
H -9.9681 -3.9025 20.5895
H -9.2841 -1.7273 21.9681
H -10.9882 -1.9812 21.3820
H -9.9776 0.5554 22.0579
H -9.5206 1.4979 20.6646
H -8.3600 0.4691 21.5859
C -6.5456 -8.3206 19.5040
O -5.8595 -7.1440 19.8402
C -5.9200 -6.8388 21.2089
C -4.9921 -5.6958 21.5991
O -4.8610 -5.7173 23.0398
C -4.0627 -4.6992 23.6717
H -7.6239 -8.2522 19.6481
H -6.2135 -9.1962 20.0619
H -6.3604 -8.4719 18.4406
H -5.6348 -7.7492 21.7362
H -6.9585 -6.5783 21.4127
H -5.4798 -4.7721 21.2879
H -4.0299 -5.7606 21.0910
H -4.5490 -3.7241 23.6433
H -3.0465 -4.6473 23.2809
H -3.9413 -4.8204 24.7481
C -8.7820 6.4917 12.9100
O -8.1701 5.1679 12.9676
C -8.6601 4.3789 11.9356
C -7.9449 3.0404 11.8984
O -6.5788 3.0325 11.5003
C -5.7598 3.8619 12.3473
H -8.3868 6.9819 12.0203
H -8.5324 7.0995 13.7797
H -9.8717 6.4666 12.9079
H -8.4147 4.9401 11.0340
H -9.7468 4.2946 11.9272
H -8.4451 2.2074 11.4045
H -8.0276 2.6602 12.9166
H -5.8952 3.6822 13.4139
H -5.9274 4.9218 12.1560
H -4.7337 3.7346 12.0020
C -13.7278 -1.5346 18.8019
O -12.8371 -0.4603 18.4231
C -13.3326 0.8349 18.9010
C -12.7438 2.0071 18.0738
O -11.3071 1.8009 17.8892
C -10.6067 2.9216 17.2815
H -14.7068 -1.5699 18.3241
H -13.7449 -1.4498 19.8884
H -13.3053 -2.5269 18.6439
H -12.9896 0.9319 19.9311
H -14.4182 0.9055 18.8321
H -12.7948 2.9755 18.5714
H -13.2999 2.2263 17.1623
H -10.4782 3.7338 17.9969
H -11.0752 3.3397 16.3905
H -9.5935 2.6035 17.0357
*
```

***

No. 4
A cluster of 10 separate species, C26H66O13S10 in total in a non-equilibrium geometry, computed with ωB97M-V with the def2-TZVPD basis set.

DFT total energy in hartree: -5989.93514
Highest occupied orbital energy in eV: -8.7
Relative energy (zero: lowest compared OMol25 entry of this formula, charge and spin) in kcal/mol: 23.1

Structure (ORCA input):
```
! wB97M-V def2-TZVPD RIJCOSX def2/J DEFGRID3
* xyz 0 1
C -0.7119 -4.2525 3.1653
S -0.3260 -2.6890 3.8996
O -1.1497 -2.5791 5.0891
C 1.4342 -2.9802 4.1802
H -0.6598 -4.9658 3.9863
H 0.1248 -4.5338 2.5725
H -1.6937 -4.1639 2.7619
H 1.5186 -3.8411 4.8562
H 1.8293 -2.1158 4.6412
H 1.9982 -3.1778 3.2347
C -4.3328 -1.8666 3.7058
S -3.9417 -2.4524 2.1795
O -5.2321 -2.6710 1.4564
C -3.3153 -0.9056 1.5077
H -5.0554 -1.0734 3.7103
H -3.4452 -1.5055 4.1770
H -4.6776 -2.7354 4.3218
H -2.4464 -0.6291 2.1325
H -4.1621 -0.1843 1.5790
H -3.0694 -1.0951 0.4329
C -4.4073 -1.6558 -3.2328
S -2.7051 -1.6088 -3.7404
O -2.6281 -2.4363 -5.0125
C -2.6171 0.0318 -4.3861
H -5.0902 -1.4180 -4.0358
H -4.6422 -1.0336 -2.3436
H -4.4415 -2.7117 -2.9877
H -3.3275 0.0328 -5.2376
H -1.6154 0.1279 -4.7989
H -2.9811 0.7378 -3.7310
C 4.2258 4.9476 0.7586
S 2.5332 4.4790 0.9722
O 2.3370 3.0489 0.6658
C 2.0307 5.2798 -0.5969
H 4.5171 4.5670 -0.1944
H 4.8179 4.3668 1.4727
H 4.3301 6.0191 0.8428
H 2.5032 4.6758 -1.4095
H 2.2006 6.3453 -0.6737
H 0.9346 5.1994 -0.6134
C 2.0362 -5.4591 -0.2764
S 2.9993 -4.0395 0.0894
O 2.9269 -3.7824 1.5237
C 4.6022 -4.7993 -0.2928
H 1.1212 -5.4515 0.2566
H 2.5558 -6.3135 0.0682
H 1.8541 -5.4657 -1.3498
H 4.8546 -5.4806 0.5328
H 5.2532 -3.9643 -0.4568
H 4.5628 -5.2350 -1.2946
C -0.9404 -4.7498 -3.2540
S 0.3522 -3.6670 -3.9523
O 1.5849 -4.2452 -3.3070
C 0.1625 -4.2680 -5.6854
H -0.6672 -5.8155 -3.3362
H -1.9403 -4.5624 -3.6606
H -0.7692 -4.6164 -2.2612
H 1.1787 -4.3681 -6.0353
H -0.4502 -3.5546 -6.2778
H -0.4224 -5.1963 -5.5412
C -5.3823 4.5687 1.8040
S -4.7644 4.2842 0.1454
O -3.4061 4.8308 0.0965
C -4.6044 2.5263 0.2823
H -4.7221 4.0173 2.4920
H -6.3529 4.1419 1.8635
H -5.3919 5.6293 1.9912
H -3.7521 2.2882 0.9515
H -4.3773 2.1720 -0.7047
H -5.5525 2.0003 0.6068
C 2.4919 2.3534 -4.6338
C 3.0518 1.2454 -3.7411
C 3.6487 1.8886 -2.4808
S 4.6107 3.2452 -3.3129
O 5.8929 2.6465 -3.6045
O 4.5485 4.5028 -2.5470
C 3.6335 3.3552 -4.8462
H 1.7115 2.8992 -4.0866
H 2.0163 1.9548 -5.5286
H 3.8345 0.6564 -4.2327
H 2.2374 0.5644 -3.3216
H 4.4066 1.3533 -1.9113
H 2.9029 2.2956 -1.7939
H 4.3327 2.9093 -5.6114
H 3.3688 4.3769 -5.0520
C 0.8858 1.5355 5.5572
C 1.2373 2.8463 4.7008
C -0.0121 3.2355 3.8245
S -1.3742 2.2052 4.4014
O -2.3816 1.7736 3.4633
O -1.8924 2.7834 5.5899
C -0.2806 0.8689 4.8421
H 0.6767 1.6785 6.6102
H 1.6831 0.7990 5.6163
H 2.0062 2.6406 3.9998
H 1.4694 3.6955 5.3234
H 0.0663 3.0073 2.7393
H -0.2082 4.3012 4.0525
H 0.0124 0.2863 3.9730
H -0.9098 0.1956 5.3858
C 0.4354 0.1229 1.0283
C 1.5213 -0.3910 0.0464
C 0.7384 -0.8132 -1.2631
S -0.5506 0.4454 -1.3037
O -1.8403 -0.1900 -1.2223
O -0.3288 1.3666 -2.4008
C -0.3536 1.1933 0.3026
H 0.9372 0.6080 1.8679
H -0.1863 -0.6367 1.4045
H 2.0293 -1.2404 0.5029
H 2.2667 0.3578 -0.2494
H 0.1665 -1.6972 -1.1685
H 1.3080 -0.7166 -2.1926
H -1.3071 1.4007 0.7202
H 0.2867 2.0887 0.2266
*
```